Entry 1:
117
Properties=species:S:1:pos:R:3:forces:R:3 method="wB97M-V/def2-TZVPD" lumo_energy_ev=-2.088 spin_multiplicity=1 charge=+1 e_tot_ha=-3207.6009
C 4.8771 -0.2803 -1.8230 0.41 -0.02 -0.29
C 4.1448 -0.9895 -2.4431 -0.63 0.04 0.37
C 3.2806 -1.8689 -3.2065 0.40 0.03 0.09
N 1.7589 -1.7727 -3.0610 0.11 0.39 -0.67
P 1.2849 -2.5621 -4.7401 0.41 -1.05 -0.82
N 2.2123 -3.7295 -5.1679 -0.55 0.48 -0.25
C 1.2676 -2.6739 -1.8108 0.04 -0.84 1.34
S 1.3267 -4.4512 -2.2368 -0.18 -0.06 -0.27
N 2.1119 -2.4534 -0.7013 0.13 0.20 -0.44
C 3.1701 -3.3285 -0.2289 0.66 0.27 0.63
C 3.9735 -2.6008 0.8553 0.04 -0.31 -0.25
C -0.2766 -2.4384 -1.4408 -0.70 0.09 -0.40
C -1.2636 -3.3860 -2.1869 -0.17 0.39 -0.29
C -2.6742 -2.8269 -2.3409 -0.13 -0.47 -0.05
O -2.7729 -2.0973 -3.5567 0.39 0.28 0.25
C -3.4907 -0.8810 -3.4316 -0.49 0.09 -0.44
C -5.0052 -1.0851 -3.2654 0.54 0.06 -0.07
C -0.5780 -2.6248 0.0681 -0.01 0.12 0.00
C -0.2028 -3.9758 0.6785 -0.10 0.26 0.23
C -0.2029 -1.4580 1.0082 -0.40 -0.46 0.18
C -1.3849 -0.5167 1.2463 0.39 0.48 0.06
O -0.7398 -1.1058 -1.7038 0.77 0.38 0.53
C -0.2965 -0.4479 -2.8443 -0.39 -0.64 -0.48
C 1.2200 -0.3473 -2.9102 -0.77 0.41 0.01
O 1.7473 0.2010 -1.7658 0.45 -0.60 -0.06
C 1.0109 1.1634 -0.9967 -0.38 1.08 0.79
C 1.8982 1.6180 0.1555 0.26 -0.64 -0.32
C 1.5433 0.6127 -4.1218 0.33 -0.04 0.12
F 2.7352 0.3821 -4.6938 -0.20 0.08 0.02
F 0.6031 0.5362 -5.0824 0.17 0.01 0.02
F 1.5449 1.8609 -3.6677 0.01 -0.04 -0.23
H 5.6176 0.3393 -1.3847 0.02 0.14 0.24
H 3.5341 -1.7135 -4.2488 -0.13 0.01 -0.25
H 3.5577 -2.8962 -3.0163 -0.14 -0.18 0.09
H -0.0957 -2.7687 -4.6754 -0.01 0.29 0.23
H 1.5030 -1.4839 -5.5825 -0.03 0.41 0.40
H 1.6861 -4.5956 -5.2272 0.31 -0.22 0.33
H 2.6062 -4.5590 -2.6133 0.05 0.10 0.14
H 2.2868 -1.4850 -0.4896 -0.13 0.12 -0.04
H 2.7754 -4.2176 0.2520 -0.27 -0.27 -0.30
H 3.8843 -3.6450 -0.9914 -0.10 0.01 -0.28
H 4.9555 -3.0578 0.9216 0.13 -0.10 0.10
H 4.1371 -1.5605 0.6007 -0.05 0.26 0.03
H 3.5055 -2.6954 1.8286 -0.17 0.22 0.12
H -0.9582 -3.6044 -3.2048 0.09 -0.18 -0.04
H -1.3560 -4.3385 -1.6774 0.24 -0.13 0.13
H -3.3337 -3.6928 -2.4043 -0.20 -0.05 -0.03
H -3.0111 -2.2451 -1.4858 0.07 0.22 0.09
H -3.3137 -0.3456 -4.3609 0.16 0.04 -0.13
H -3.0891 -0.2635 -2.6275 0.13 -0.12 0.26
H -5.3703 -0.5386 -2.4039 -0.23 -0.04 0.13
H -5.2092 -2.1442 -3.1556 -0.15 -0.12 0.17
H -5.5226 -0.7460 -4.1540 -0.21 0.07 -0.09
H -1.6653 -2.5934 0.0730 -0.22 -0.11 -0.12
H 0.7564 -3.9152 1.1816 0.27 -0.17 -0.16
H -0.2286 -4.8120 -0.0089 0.13 -0.12 -0.08
H -0.9310 -4.1917 1.4562 -0.10 -0.04 0.13
H 0.0377 -1.9308 1.9575 0.21 0.08 0.17
H 0.6934 -0.9329 0.7141 0.13 0.15 -0.22
H -1.0553 0.5158 1.3658 0.07 0.11 0.02
H -2.0975 -0.5491 0.4337 -0.15 0.04 -0.15
H -1.9172 -0.7675 2.1551 -0.18 -0.17 0.08
H -0.7106 0.5541 -2.8488 -0.07 0.20 0.21
H -0.7068 -0.9248 -3.7359 0.07 -0.08 -0.17
H 0.0896 0.7692 -0.5941 -0.11 -0.62 -0.10
H 0.7172 2.0305 -1.5803 0.19 -0.04 -0.40
H 2.3123 2.6040 -0.0090 -0.04 0.21 0.10
H 1.3837 1.5549 1.1062 -0.09 0.30 0.16
H 2.7416 0.9336 0.2254 0.16 -0.07 0.07
C -5.3200 -1.3837 1.7856 -0.05 -0.20 0.08
O -4.2640 -1.6284 1.2221 -0.01 -0.01 -0.14
N -5.8918 -0.1742 1.8442 -0.06 0.10 -0.02
C -7.1460 0.0525 2.5397 0.09 0.07 -0.06
C -5.2254 0.9403 1.1929 0.04 -0.09 0.02
H -5.9000 -2.1613 2.3078 -0.01 0.02 0.01
H -7.9012 0.4309 1.8491 -0.03 -0.01 0.02
H -7.0092 0.7760 3.3442 -0.03 -0.01 0.02
H -7.4993 -0.8815 2.9699 0.01 -0.02 0.01
H -5.1148 0.7451 0.1250 0.01 0.03 -0.01
H -4.2304 1.0873 1.6145 0.00 0.02 -0.01
H -5.8148 1.8418 1.3353 -0.02 0.01 0.01
C -4.9105 -4.2545 5.9335 -0.11 0.01 0.03
O -5.3347 -3.1154 5.9647 -0.01 0.01 -0.02
N -3.9691 -4.6845 5.0708 0.10 -0.10 -0.03
C -3.4982 -6.0533 5.0505 0.03 0.15 -0.06
C -3.4248 -3.7180 4.1334 -0.09 0.03 0.13
H -5.2727 -5.0432 6.6139 0.02 0.00 0.00
H -2.4252 -6.0942 5.2491 0.00 -0.05 0.01
H -3.6919 -6.5122 4.0787 0.00 -0.04 0.01
H -4.0147 -6.6288 5.8155 -0.01 0.00 0.02
H -2.9571 -2.8954 4.6761 0.03 0.03 -0.06
H -4.2246 -3.3034 3.5227 0.08 0.03 -0.09
H -2.6885 -4.1980 3.4936 -0.01 -0.06 0.00
C 1.2281 3.8717 3.3883 -0.04 -0.04 0.14
O 1.8808 2.8449 3.3035 0.02 -0.02 -0.14
N 1.5886 5.0590 2.8780 -0.05 0.10 -0.07
C 0.7582 6.2411 3.0164 0.10 -0.04 -0.02
C 2.8556 5.1809 2.1746 -0.04 -0.08 0.10
H 0.2616 3.9083 3.9193 -0.01 -0.01 -0.02
H 0.4786 6.6280 2.0354 -0.01 0.03 0.01
H 1.2948 7.0231 3.5546 -0.02 0.03 -0.01
H -0.1457 5.9907 3.5680 -0.01 -0.02 0.01
H 2.8770 4.5102 1.3144 0.03 0.00 0.00
H 3.6783 4.9085 2.8369 0.03 -0.02 -0.03
H 2.9794 6.2076 1.8425 0.01 0.00 -0.01
C 4.7410 8.6483 1.0664 -0.05 0.08 0.10
O 3.5948 8.2433 1.1590 0.01 -0.03 -0.03
N 5.5069 8.5155 -0.0286 0.11 0.00 -0.06
C 6.8653 9.0200 -0.0861 -0.10 -0.06 -0.08
C 4.9461 7.8460 -1.1897 -0.04 0.03 0.08
H 5.2498 9.1707 1.8924 0.00 0.00 0.00
H 6.9650 9.7602 -0.8815 0.04 0.02 0.01
H 7.5681 8.2065 -0.2741 0.03 0.02 0.01
H 7.1212 9.4898 0.8607 -0.01 0.01 0.02
H 4.0577 8.3718 -1.5393 -0.01 -0.01 -0.02
H 4.6561 6.8255 -0.9366 0.00 -0.01 -0.03
H 5.6891 7.8246 -1.9824 0.02 0.01 0.00

=====

Entry 2:
125
Properties=species:S:1:pos:R:3:forces:R:3 method="wB97M-V/def2-TZVPD" lumo_energy_ev="-2.617 / -7.186" spin_multiplicity=2 charge=+1 s2=0.7572 e_tot_ha=-5227.5483
C 29.3919 0.3285 13.2084 0.24 -0.52 0.65
C 28.7186 1.4430 14.0500 -0.54 -2.07 -1.93
C 27.7424 0.9302 15.1463 0.03 0.70 -2.39
O 28.4522 1.1790 16.3031 -1.81 -1.40 1.90
C 29.5295 1.8430 16.0644 3.14 0.95 3.34
O 30.3346 2.1374 16.9195 -0.79 -0.01 -1.04
O 29.6486 2.1100 14.8023 1.92 1.75 -1.69
H 30.2761 0.6387 12.6516 -0.23 0.52 -0.19
H 28.7173 -0.2330 12.5620 -0.35 0.46 -0.15
H 29.8016 -0.4568 13.8437 -0.02 0.03 0.51
H 28.2577 2.1307 13.3409 -0.30 0.21 0.26
H 27.5944 -0.1430 15.0270 -0.72 0.28 0.10
H 26.9218 1.6402 15.0426 -0.80 -0.86 0.55
C 23.3099 -2.2872 14.6903 0.47 0.58 0.56
C 22.8447 -1.7838 16.1137 0.57 -2.04 -2.51
C 23.5105 -2.5253 17.2973 -0.96 0.90 -0.71
O 24.0414 -1.4005 18.0091 1.12 -1.23 1.01
C 23.8411 -0.2489 17.3955 0.51 3.10 2.34
O 24.1383 0.8513 17.8536 -0.21 -2.21 -0.94
O 23.1560 -0.3892 16.2968 -1.18 -1.07 -1.66
H 23.0591 -3.3322 14.5079 -0.86 0.14 0.13
H 24.3782 -2.3236 14.4766 0.43 0.62 0.75
H 22.9133 -1.6238 13.9218 -0.34 -0.41 0.07
H 21.7776 -1.9993 16.0597 -0.23 0.75 0.52
H 24.2149 -3.2822 16.9522 0.67 0.56 0.18
H 22.7990 -3.0710 17.9172 -0.07 0.38 0.19
C 19.1221 -0.1628 16.8656 -1.62 1.31 -0.03
C 19.0451 0.0677 15.3725 1.32 -0.13 0.10
C 20.3033 0.8444 14.8084 -0.66 -0.19 1.59
O 20.8732 -0.1100 13.9502 0.82 1.74 -1.23
C 20.1569 -1.2101 13.9125 2.67 -4.73 -2.64
O 20.5328 -2.1987 13.2597 -1.33 2.62 1.41
O 19.1840 -1.2039 14.7491 -1.62 -0.47 0.47
H 18.9465 0.8389 17.2579 0.34 0.11 0.58
H 20.0286 -0.5900 17.2943 0.01 0.02 -0.49
H 18.2253 -0.6993 17.1756 0.25 -0.38 0.09
H 18.0892 0.4232 14.9878 0.04 0.51 0.55
H 21.0504 1.0198 15.5825 -0.14 0.01 0.29
H 20.0864 1.8247 14.3841 -0.15 -0.31 -0.66
C 23.5594 4.2191 18.2396 -0.87 -1.38 -0.94
C 23.3980 4.1992 16.6845 -0.78 -0.05 2.52
C 22.9512 5.5123 16.0807 0.77 -0.83 0.09
O 23.7362 5.5172 14.8661 0.15 0.19 -0.82
C 24.7826 4.6261 14.9814 1.08 1.88 -1.50
O 25.7502 4.5658 14.2321 -2.08 0.06 0.77
O 24.6337 3.9560 16.0699 1.24 -1.64 0.92
H 22.6061 4.4358 18.7216 -0.05 0.99 -0.18
H 24.4047 4.7850 18.6312 -0.21 0.03 -0.20
H 23.5828 3.1699 18.5342 0.98 -0.09 0.03
H 22.7552 3.3538 16.4392 -0.21 0.05 -0.15
H 23.2758 6.3084 16.7507 -0.14 0.36 -0.35
H 21.8746 5.5137 15.9104 0.23 0.32 -0.37
C 27.6452 -3.4472 14.0982 0.05 0.30 1.64
C 26.9910 -4.0506 12.9220 0.63 -0.09 -1.68
C 25.5605 -4.5573 13.0314 -0.01 0.86 1.08
O 24.8647 -3.8914 12.0026 -0.75 0.35 -2.11
C 25.6446 -3.0944 11.2289 0.21 2.47 -1.46
O 25.2910 -2.3831 10.2337 1.61 -3.49 4.77
O 26.9107 -3.0792 11.8340 -1.29 -0.01 -1.21
H 28.7206 -3.2856 14.0247 -0.10 0.07 -0.55
H 27.5616 -4.1648 14.9144 -0.12 -0.10 0.20
H 27.1824 -2.5240 14.4470 -0.16 0.07 -0.15
H 27.6618 -4.8488 12.6042 -0.15 -0.12 -0.43
H 25.0962 -4.1722 13.9392 0.13 -0.38 0.27
H 25.4472 -5.6410 13.0003 -0.01 0.15 -0.37
C 19.8715 2.1542 11.1386 0.09 0.28 -0.16
S 19.2422 3.4562 9.9580 -2.29 -1.27 -0.68
O 18.3790 2.8162 8.8296 1.89 1.04 2.50
C 18.0593 4.1299 11.2326 0.46 0.03 0.23
H 20.2539 2.6412 12.0357 0.12 0.41 -0.18
H 20.7147 1.6442 10.6728 -0.18 0.02 -0.11
H 19.1263 1.4432 11.4953 -0.32 0.02 -0.53
H 18.6158 4.4956 12.0955 0.49 -0.37 0.09
H 17.4236 3.3065 11.5581 -0.15 0.13 -0.20
H 17.4938 5.0257 10.9758 -0.12 -0.40 -0.88
C 27.8760 1.8338 9.8975 0.33 -0.43 0.77
S 28.3815 3.6034 10.3062 -1.85 -1.58 -1.83
O 28.8966 4.2046 9.0145 -0.50 -0.09 1.40
C 26.7294 4.3086 10.8210 0.51 0.31 0.16
H 27.1281 1.7088 9.1145 -0.05 1.04 -0.22
H 27.4400 1.4332 10.8127 -0.14 0.26 0.39
H 28.7155 1.1788 9.6649 0.42 0.62 -0.01
H 26.9242 5.1891 11.4333 0.11 0.14 -0.33
H 26.1874 3.6196 11.4687 0.50 -0.60 0.02
H 26.1197 4.4861 9.9350 0.32 0.04 -0.27
C 23.4130 4.3204 5.8609 0.59 -1.21 -0.30
S 23.6558 2.8042 6.8894 -0.15 2.86 2.56
O 24.8726 3.0749 7.7677 0.04 -0.62 -0.93
C 22.3510 3.4084 8.0546 -0.96 -1.68 -0.69
H 23.2375 5.2118 6.4631 0.12 -0.24 0.00
H 22.5801 4.0842 5.1986 -0.04 0.23 -0.04
H 24.3361 4.3680 5.2832 -0.12 0.34 -0.11
H 22.1950 2.6712 8.8422 0.43 0.01 0.05
H 21.4187 3.3683 7.4913 -0.21 0.41 -0.10
H 22.5323 4.3764 8.5217 0.47 -0.19 -0.48
C 19.6810 -0.5957 8.5834 -0.04 0.94 0.28
S 19.9479 -2.0042 9.7615 1.36 -0.23 -1.21
O 20.3438 -3.2185 8.9827 -0.87 0.25 0.03
C 21.6180 -1.4973 10.3379 -0.90 0.69 0.09
H 18.7970 -0.5979 7.9457 -0.07 -1.04 0.08
H 20.5256 -0.3204 7.9518 0.31 -0.60 0.04
H 19.4641 0.3114 9.1474 0.15 -0.02 0.56
H 21.4749 -0.6876 11.0535 0.20 0.01 0.19
H 22.2000 -1.1575 9.4812 -0.04 -0.22 -0.02
H 22.0721 -2.3613 10.8230 -0.21 0.07 -0.09
C 23.9094 1.0128 10.7100 -0.08 -0.50 0.53
S 24.3268 0.4625 12.4266 0.13 0.96 -1.15
O 25.8143 0.7069 12.4675 -0.01 0.02 0.34
C 23.5806 1.8840 13.3045 0.16 0.36 -0.30
H 24.2704 2.0328 10.5780 -0.29 0.02 0.07
H 22.8438 0.8760 10.5256 0.02 0.46 0.17
H 24.4033 0.3499 9.9996 0.28 -0.19 0.33
H 24.0764 2.7922 12.9615 0.32 -0.11 -0.09
H 23.7387 1.7852 14.3784 -0.02 -0.31 -0.02
H 22.5320 2.0549 13.0612 -0.11 -0.52 -0.01
C 21.2043 6.3386 10.5581 1.30 -0.13 -1.26
S 22.2257 5.2502 11.6167 0.92 -1.07 0.36
O 22.6137 3.9482 10.9112 -0.96 1.23 0.40
C 23.7952 6.1258 11.5690 0.35 0.63 0.12
H 20.4054 6.9265 11.0100 0.14 -0.48 0.36
H 20.8760 5.6875 9.7479 -0.48 -0.03 0.25
H 21.9065 7.0055 10.0578 -0.07 0.31 0.10
H 24.5559 5.6075 12.1528 -0.51 -0.23 0.49
H 23.6808 7.1303 11.9764 -0.02 0.03 0.00
H 24.2360 6.1736 10.5732 -0.62 0.05 -0.38

=====

Entry 3:
108
Properties=species:S:1:pos:R:3:forces:R:3 method="wB97M-V/def2-TZVPD" lumo_energy_ev="3.802 / 3.715" spin_multiplicity=5 charge=-2 s2=6.0059 e_tot_ha=-2969.2308
V 1.0081 -3.6732 1.7372 2.31 -2.03 -0.92
C -2.1141 -2.0868 -3.3682 -0.66 -0.44 0.51
C -2.5519 -2.5094 -1.9230 0.04 -0.58 -1.01
C -2.2753 -1.5134 -0.8252 -0.14 0.81 -0.65
C -3.1102 -0.2158 -1.0847 0.75 0.33 -0.22
P -2.4272 1.3181 -0.3915 0.00 -0.02 1.55
C -3.4389 2.8092 -0.6882 0.14 -0.49 0.74
C -3.0323 4.0539 0.1507 -0.16 -0.50 0.19
C -3.6671 5.3184 -0.3661 -0.21 0.45 -0.20
C -5.1699 5.4227 -0.0310 0.89 0.05 -0.26
C -2.2942 1.1067 1.4357 -0.12 0.52 -0.82
C -3.6226 0.7527 2.1195 0.54 0.66 0.79
C -3.6404 1.2694 3.6026 -0.35 -1.08 0.21
C -4.7106 0.5051 4.3941 -0.57 -0.06 -0.57
C -0.7848 1.6347 -1.0176 -0.04 -1.17 -0.94
C -0.7336 1.7014 -2.5775 1.07 0.47 1.53
C 0.7570 1.7824 -2.9626 -0.27 1.25 -1.01
C 0.9173 1.5760 -4.4763 0.11 -0.92 0.63
H -2.8426 -1.4138 -3.8205 0.14 0.43 0.11
H -2.1320 -2.9364 -4.0508 0.08 -0.31 0.21
H -1.1073 -1.6750 -3.4375 0.01 0.16 0.26
H -2.0500 -3.4380 -1.6513 0.15 -0.03 0.02
H -3.6164 -2.7438 -1.9241 -0.21 -0.06 -0.20
H -1.2018 -1.3412 -0.9023 0.09 0.34 0.59
H -2.5182 -1.9598 0.1391 0.22 0.17 0.07
H -4.1608 -0.3250 -0.8158 0.00 0.10 0.17
H -3.0943 0.0356 -2.1452 -0.20 -0.26 -0.31
H -4.4362 2.4769 -0.3997 -0.43 0.17 0.00
H -3.5121 3.0072 -1.7576 0.18 0.08 -0.16
H -1.9615 4.2296 0.2534 0.24 -0.38 -0.41
H -3.3782 3.9515 1.1793 -0.02 -0.42 0.14
H -3.4514 5.3805 -1.4327 -0.36 0.07 -0.21
H -3.1052 6.1536 0.0518 -0.17 0.23 0.26
H -5.3068 5.2773 1.0406 -0.10 -0.07 0.06
H -5.7223 4.6517 -0.5681 -0.17 0.04 0.01
H -5.5635 6.4067 -0.2857 -0.13 -0.01 -0.13
H -1.8767 2.0650 1.7448 -0.21 0.26 0.31
H -1.5127 0.3910 1.6910 0.01 -0.35 -0.30
H -3.7741 -0.3200 1.9994 0.13 -0.16 0.56
H -4.5080 1.1751 1.6445 0.06 0.37 -0.28
H -3.8973 2.3279 3.6429 0.05 0.12 -0.35
H -2.6917 1.1698 4.1300 0.30 -0.10 -0.38
H -5.0787 0.9766 5.3053 0.27 0.24 0.02
H -4.4644 -0.5277 4.6408 0.38 0.05 -0.10
H -5.5565 0.4439 3.7094 -0.41 -0.09 0.17
H -0.1957 0.7783 -0.6896 0.16 -0.14 0.16
H -0.3228 2.5108 -0.5626 -0.24 0.17 0.02
H -1.3038 2.5943 -2.8335 0.18 0.09 -0.59
H -1.1819 0.8513 -3.0919 -0.11 -0.14 0.32
H 1.4475 1.2277 -2.3273 -0.49 -1.00 -0.31
H 1.1840 2.7684 -2.7794 -0.50 0.60 0.21
H 1.9801 1.4847 -4.7002 -0.07 0.21 -0.41
H 0.4008 2.3366 -5.0618 0.30 0.31 0.13
H 0.4346 0.6429 -4.7671 0.15 -0.27 -0.04
B 0.8311 -3.8638 3.8825 -0.21 0.22 1.46
H 1.5770 -3.1469 3.5761 3.07 3.12 -0.59
H 1.0904 -4.7665 3.3513 0.99 -3.90 -1.92
H 0.8219 -3.9870 4.9544 0.00 -0.67 3.93
H -0.1165 -3.5133 3.5038 -4.01 1.37 -1.17
B -0.4595 -5.0526 0.6181 -0.69 -0.23 -0.54
H 0.3959 -5.4849 1.1137 3.25 -1.83 1.97
H -0.1032 -4.3782 -0.1452 1.30 2.68 -3.21
H -1.0341 -5.8260 0.1325 -2.09 -3.07 -1.69
H -1.0733 -4.4955 1.3089 -2.58 2.10 2.71
B 0.6812 -1.6098 1.1364 -0.31 1.50 -0.08
H 1.6412 -1.7039 1.6199 3.67 0.31 2.38
H 0.8272 -2.2736 0.2984 0.25 -2.47 -3.69
H -0.1296 -1.9945 1.7355 -3.31 -0.73 2.30
H 0.5167 -0.5952 0.8082 -0.73 3.86 -1.41
C 4.0740 -4.2558 0.3059 -2.36 -1.34 1.26
O 3.0356 -4.2101 1.2799 0.77 0.66 -0.84
H 4.6288 -5.1849 0.4363 0.88 -0.18 0.61
H 3.6908 -4.5048 -0.6837 -0.34 0.79 -0.81
H 4.7665 -3.4147 0.2738 0.09 0.36 -0.07
C 5.2030 -0.9066 2.0087 -0.81 -1.11 1.58
C 4.6292 -0.8351 3.4645 0.43 -2.30 1.16
O 4.7389 -1.7920 4.2756 0.03 3.29 -2.51
C 3.7989 0.3923 3.7754 0.32 0.03 0.82
H 4.5970 -0.3180 1.3199 0.35 0.21 0.05
H 5.0622 -1.9627 1.7789 0.02 -0.04 -0.32
H 6.2767 -0.7203 1.9877 -0.10 0.39 -0.04
H 2.8820 0.3038 3.1927 -0.05 0.02 0.16
H 4.2716 1.3524 3.5682 0.27 -0.14 -0.74
H 3.6119 0.4758 4.8460 -0.44 -0.53 0.00
F 1.5787 -4.4484 -4.2500 -0.55 -0.91 -0.08
C 2.1989 -3.3273 -3.9312 1.26 1.88 0.71
C 2.0420 -2.7471 -2.6746 -0.61 0.00 -0.80
C 2.6008 -1.4782 -2.4292 0.27 -1.10 -0.03
C 3.4595 -0.9057 -3.3587 1.10 -1.10 -0.55
C 3.7720 -1.5985 -4.5497 -1.64 -0.08 0.14
C 3.0568 -2.7645 -4.8581 0.15 0.23 -0.07
H 1.4225 -3.3472 -2.0247 -0.07 0.46 0.78
H 2.5094 -1.0107 -1.4600 -0.30 -0.12 0.15
H 4.1019 -0.0913 -3.0578 -0.33 0.47 -0.09
H 4.3975 -1.1926 -5.3309 0.32 0.17 0.22
H 3.1208 -3.2688 -5.8110 0.32 0.05 -0.19
F 3.5818 1.9937 -1.3062 0.72 0.01 -1.20
C 2.9160 2.5347 -0.3129 -1.48 1.35 3.01
C 2.3742 1.6609 0.6493 -1.15 1.00 0.05
C 1.6116 2.1774 1.7313 1.10 0.12 -1.16
C 1.4590 3.5530 1.8411 -1.30 -0.20 0.62
C 1.9667 4.4263 0.9274 1.72 -0.37 -1.32
C 2.7517 3.9455 -0.1352 -0.08 -1.07 -0.28
H 2.2960 0.5981 0.4740 0.52 -0.26 0.05
H 1.1975 1.4885 2.4526 -0.22 -0.04 -0.10
H 0.7847 4.0359 2.5330 0.03 -0.48 0.72
H 1.8666 5.4895 1.0883 -0.15 0.08 -0.23
H 3.1690 4.6629 -0.8264 0.16 -0.16 -0.23